No. 1
{
  "formula": "C31H48Cl2N3O4SiSr",
  "method": "ωB97M-V with the def2-TZVPD basis set",
  "max_force_ha_per_bohr": 0.05317,
  "charge": -1,
  "relative_energy_kcal_mol": 42.0,
  "elements": ["H", "H", "H", "C", "H", "H", "H", "H", "H", "O", "Cl", "H", "H", "H", "C", "C", "H", "C", "H", "H", "H", "Si", "N", "H", "C", "N", "H", "H", "C", "H", "H", "O", "C", "C", "Cl", "H", "H", "H", "C", "C", "O", "O", "C", "H", "H", "C", "H", "H", "C", "C", "C", "C", "C", "H", "H", "H", "H", "C", "C", "H", "C", "Sr", "H", "C", "C", "C", "H", "H", "H", "H", "H", "H", "C", "C", "N", "H", "C", "H", "H", "H", "C", "H", "H", "C", "H", "H", "C", "H", "C", "C"],
  "coordinates": [[-2.278, -0.866, -4.342], [2.763, 2.153, -7.692], [3.281, 2.611, 3.310], [0.100, 0.626, -10.099], [-3.542, 0.449, 1.468], [-1.877, 0.646, 4.594], [-0.233, 2.100, -7.249], [4.208, -2.570, -6.158], [-2.618, 3.857, -2.371], [-1.460, -1.683, -1.732], [1.507, -2.565, -0.628], [2.649, -3.397, -6.005], [4.296, -3.426, -8.637], [-3.262, 1.940, 2.426], [3.346, 1.458, 5.164], [1.958, -0.272, -6.849], [-0.176, 5.392, -5.048], [2.574, -1.632, -7.175], [-0.272, 0.101, 4.003], [0.495, -4.934, -0.799], [2.376, -1.820, 5.453], [-0.570, 0.217, -5.660], [-0.835, -3.909, -2.027], [3.203, 0.098, 6.845], [1.679, 2.370, -9.587], [-1.733, 0.482, 2.516], [2.005, -1.500, 2.988], [2.950, -1.876, -5.095], [2.588, -0.852, 4.989], [-0.473, -3.222, -4.001], [-0.725, 0.230, -10.698], [1.000, -0.444, -5.806], [0.046, 3.803, -2.687], [0.514, -0.088, -8.959], [2.669, -0.017, -3.428], [-3.667, 0.427, 3.260], [2.800, -4.217, -8.119], [-1.557, -3.052, -0.282], [-0.522, -5.067, -1.210], [3.120, 1.644, 3.795], [-1.301, 0.835, 0.259], [-0.284, 2.638, -2.380], [-1.300, -0.397, -4.101], [2.312, -1.530, -9.316], [-2.805, 5.172, -3.570], [3.127, -2.410, -6.036], [2.135, 3.339, -9.829], [-2.393, 3.524, -4.103], [0.687, 1.848, -10.437], [-0.972, 0.423, 1.388], [-1.119, 0.768, 3.809], [2.043, 1.708, -8.407], [-0.414, 2.025, -6.163], [2.759, 0.320, -6.378], [0.370, 2.394, -11.341], [-1.321, 2.621, -5.985], [-1.237, -5.137, -0.372], [0.040, -3.714, -3.168], [2.629, -2.102, -8.441], [-2.801, -0.359, -6.506], [-1.313, -2.842, -1.340], [0.569, 0.512, -1.827], [-0.760, -1.220, -3.570], [2.633, 0.565, 3.019], [2.326, 0.721, 1.642], [3.207, -3.428, -8.760], [-0.751, 1.807, 3.859], [1.072, 4.190, -2.578], [2.990, -3.696, -9.796], [0.110, -1.081, -8.743], [0.404, -4.692, -3.491], [-1.624, -1.638, -6.920], [-1.786, -0.554, -6.885], [-3.139, 0.848, 2.398], [-0.840, 4.673, -3.174], [-1.727, -0.171, -7.908], [3.057, 0.224, 5.768], [-1.536, 0.415, -3.395], [3.741, 2.283, 5.760], [-1.100, 6.531, -4.047], [2.377, -0.688, 3.621], [0.029, -0.029, 1.535], [0.439, 2.523, -5.683], [2.010, 0.799, 0.433], [0.902, -3.112, -2.829], [0.591, 6.094, -3.596], [1.470, 0.462, -8.095], [-0.563, -5.985, -1.806], [-2.242, 4.273, -3.311], [-0.353, 5.742, -4.021]],
  "atomic_forces_ev_per_a": [[0.523, 0.374, 0.154], [-0.444, -0.313, -0.636], [0.032, -0.402, 0.186], [-0.096, -0.226, 0.347], [0.033, 0.113, 0.073], [0.245, -0.129, -0.213], [-0.138, -0.242, 0.435], [-0.187, 0.013, 0.022], [0.202, 0.082, -0.180], [0.100, -0.809, -0.150], [0.069, 0.380, 0.424], [0.122, 0.083, 0.189], [-0.037, -0.124, 0.015], [-0.139, -0.088, -0.137], [-0.218, -0.237, -0.265], [0.279, -0.060, 0.262], [-0.050, 0.068, 0.189], [-0.510, 0.305, -1.687], [-0.152, 0.128, -0.072], [-0.311, -0.135, -0.050], [0.088, 0.333, -0.084], [1.633, -0.945, -1.889], [-0.778, 0.172, 0.488], [-0.002, 0.016, -0.373], [-0.100, 0.273, 0.035], [-0.691, 0.118, -0.340], [0.190, 0.265, 0.215], [0.066, -0.281, -0.112], [0.029, 0.391, 0.044], [0.004, -0.168, 0.149], [0.389, 0.052, 0.049], [-1.908, 0.171, -0.732], [-0.768, -1.647, 0.253], [0.110, 0.582, -0.298], [0.364, 0.471, -0.145], [-0.020, -0.001, -0.194], [0.121, 0.043, -0.024], [-0.181, -0.378, -0.348], [0.330, -0.168, 0.437], [-0.138, -0.564, 0.334], [-0.120, -0.693, 1.413], [0.391, 2.315, -0.358], [-0.306, -0.156, 0.805], [0.007, -0.015, 0.525], [-0.024, -0.133, 0.086], [-0.049, -0.087, 0.450], [-0.172, -0.457, 0.113], [0.163, 0.164, 0.189], [0.207, -0.020, 0.381], [0.645, 0.272, -0.980], [0.235, -0.072, -0.031], [-0.165, -0.171, -0.218], [-0.195, 0.575, 0.102], [-0.073, 0.071, -0.170], [0.222, -0.331, 0.590], [0.090, -0.113, 0.167], [0.300, -0.041, -0.400], [0.255, 0.373, -0.254], [0.045, 0.598, 0.777], [0.175, -0.140, -0.132], [0.499, 0.647, 0.489], [0.559, -2.038, 1.735], [-0.209, 1.028, -0.592], [-0.093, 0.000, 0.132], [-0.354, 0.446, -2.307], [0.236, -0.552, -0.215], [-0.093, -0.248, -0.033], [-0.138, -0.228, -0.051], [0.077, -0.080, 0.023], [0.063, 0.491, -0.076], [-0.122, 0.099, -0.067], [-0.121, 0.077, 0.072], [-0.130, 0.211, -0.290], [0.402, 0.271, 0.156], [-0.270, -0.210, -0.189], [-0.077, -0.031, 0.204], [0.045, -0.122, -0.195], [-0.057, -0.313, -0.006], [-0.156, -0.220, -0.086], [0.187, 0.189, 0.056], [0.196, 0.286, 0.420], [-0.302, 0.310, 0.053], [-0.158, -0.097, 0.081], [0.298, 0.297, 1.849], [-0.223, -0.156, -0.280], [-0.149, 0.201, -0.204], [0.344, 0.147, -0.009], [-0.142, 0.164, 0.038], [0.056, -0.066, -0.099], [0.136, 0.040, -0.033]]
}



No. 2
{
  "formula": "C31H48N14O7",
  "method": "ωB97M-V with the def2-TZVPD basis set",
  "max_force_ha_per_bohr": 0.16505,
  "elements": ["H", "N", "H", "H", "H", "H", "N", "H", "N", "N", "O", "H", "H", "N", "N", "H", "H", "H", "H", "O", "H", "O", "H", "H", "C", "H", "H", "H", "C", "C", "C", "C", "H", "C", "H", "H", "C", "C", "H", "O", "H", "N", "N", "H", "H", "C", "H", "H", "C", "C", "H", "C", "H", "H", "H", "C", "H", "C", "C", "H", "H", "C", "C", "H", "N", "N", "C", "N", "H", "H", "H", "N", "N", "C", "C", "H", "C", "H", "H", "O", "H", "C", "H", "C", "H", "O", "C", "C", "N", "C", "H", "H", "C", "O", "C", "H", "C", "C", "H", "C"],
  "coordinates": [[6.181, -0.796, -2.467], [2.201, 4.404, 3.631], [-7.213, -0.341, 3.729], [0.865, -1.913, -1.539], [-1.445, -5.421, -0.817], [-1.485, 2.503, 4.319], [-0.940, -3.447, -3.590], [2.078, 0.269, 0.075], [-1.026, 4.176, 1.711], [4.005, -0.666, 1.006], [0.871, -1.705, 2.634], [1.964, -2.718, 0.454], [4.181, -3.093, 0.310], [5.504, -0.089, -2.299], [0.190, 1.082, -1.482], [-0.477, 1.507, 3.259], [1.969, -2.690, -2.662], [-1.479, -2.202, 1.785], [-5.101, 0.206, 6.589], [-3.842, -0.022, 0.762], [3.689, -6.219, -1.317], [4.208, -3.846, -0.286], [-4.225, 1.961, -3.954], [-0.602, 1.125, -2.107], [-2.507, 0.840, -3.914], [-6.392, -0.235, 1.511], [-3.290, 0.291, 5.316], [5.324, -0.948, -4.702], [-6.145, -0.238, 3.615], [1.067, -2.091, -2.588], [-1.749, 4.278, -2.990], [4.330, -0.058, -3.115], [1.062, -1.163, -3.160], [4.153, -1.376, 3.455], [1.880, 3.632, 0.560], [2.197, 2.412, -4.085], [2.983, -4.397, -0.457], [-0.596, 4.739, -2.206], [-2.500, 2.887, -0.191], [-5.775, 0.033, 5.931], [3.582, -0.767, -4.880], [1.863, 0.019, -5.995], [-1.353, 0.713, -4.055], [-2.869, 0.074, 0.760], [-0.754, 5.762, -1.876], [1.717, 2.396, -5.065], [-3.612, 3.108, 1.017], [4.377, -2.433, 3.538], [-3.455, 4.787, -0.215], [1.881, -3.724, 0.053], [-4.287, 0.682, -2.790], [-0.004, 0.495, -0.277], [1.012, -0.392, 1.225], [1.087, -2.650, 4.925], [1.097, 1.345, -1.820], [-0.638, 2.518, 3.636], [2.286, 3.025, -5.746], [-3.454, 0.124, 3.131], [-5.663, -0.216, 2.313], [3.430, 4.456, 0.584], [-1.945, -3.126, 3.158], [-5.272, -0.051, 4.669], [2.465, 4.205, 2.514], [-4.401, 0.267, -4.544], [1.139, 0.232, 0.432], [4.462, -0.525, -4.440], [1.572, -6.192, -1.179], [-2.684, 3.942, -3.572], [0.281, 4.646, -2.842], [3.313, 2.849, 1.311], [-0.189, -3.671, 0.346], [-1.291, -2.505, 2.725], [0.159, -2.734, 4.562], [0.611, -4.261, -0.082], [4.087, -0.946, 2.058], [-4.228, 2.936, -0.691], [-0.840, 3.450, 2.554], [5.016, -0.825, 3.845], [-2.385, 0.245, 2.956], [-0.753, -6.087, -0.790], [-0.542, 4.093, -1.327], [-0.059, -2.823, -3.179], [1.405, -7.178, -1.583], [-3.953, 0.915, -3.799], [-0.561, -2.856, 5.243], [3.252, 0.408, -2.658], [2.780, 3.793, 1.147], [-3.907, 0.077, 4.451], [-3.542, 5.896, -0.411], [-0.037, -2.279, 3.266], [3.238, -1.047, 3.934], [0.274, 2.705, 4.206], [0.483, -5.506, -0.667], [-1.109, 0.172, 0.164], [2.824, -5.627, -1.041], [5.314, 0.364, -1.418], [-4.309, -0.027, 2.051], [1.773, 1.037, -5.581], [0.674, 2.685, -4.942], [-3.475, 3.356, -0.037]],
  "atomic_forces_ev_per_a": [[0.424, -0.243, 0.361], [0.524, -0.283, -1.960], [0.003, 0.028, 0.445], [-0.057, 0.225, 0.053], [0.086, 0.130, -0.019], [-0.065, 0.100, -0.094], [0.524, 0.528, 0.207], [-0.095, 0.083, -0.501], [-0.302, 1.693, -2.148], [-0.444, 2.319, -8.152], [-0.946, -0.781, 0.905], [0.230, -0.143, 0.181], [-0.279, 0.123, -0.130], [-2.750, 0.926, -1.917], [-0.831, 0.362, 0.249], [-0.277, -0.006, -0.309], [0.198, 0.174, -0.216], [0.149, 0.189, 0.024], [0.296, 0.029, -0.081], [-0.136, 0.071, 0.443], [0.092, 0.250, -0.168], [1.311, -0.257, -0.344], [-0.091, -0.069, -0.270], [0.195, 0.021, -0.095], [2.414, -0.676, -0.299], [0.214, -0.259, -0.160], [0.345, -0.154, -0.187], [0.216, -0.330, -0.287], [0.067, 0.133, -0.695], [-1.000, 0.012, -0.768], [-0.490, 0.238, -0.039], [-0.290, 0.089, 0.455], [0.725, 0.178, 0.272], [0.840, 1.043, -0.446], [-0.155, -0.128, 0.159], [0.041, -0.054, -0.059], [-0.666, 0.910, 1.066], [-0.563, -0.465, -0.257], [-0.014, 0.218, -0.593], [-0.902, -0.210, 0.259], [0.300, 0.014, -0.238], [0.506, -6.129, -2.418], [-2.339, 0.459, 0.329], [-0.164, 0.038, -0.262], [0.001, 0.059, -0.068], [0.097, -0.354, 0.287], [-0.664, 0.093, -0.057], [-0.328, -0.155, -0.019], [0.092, -2.043, 0.249], [-0.413, 0.114, -0.510], [0.120, -0.370, 0.000], [1.325, -0.369, -0.051], [-0.036, 0.146, -0.073], [0.163, 0.169, -0.044], [0.233, -0.317, -0.063], [0.444, -0.886, 0.641], [-0.259, 0.282, 0.022], [0.818, -0.164, 0.495], [-0.125, 0.344, -0.081], [0.055, 0.295, 0.329], [-0.074, -0.080, 0.128], [0.425, -0.073, 0.560], [-0.615, 0.605, 1.710], [-0.169, -0.056, 0.027], [-0.456, -0.089, 0.651], [-0.694, 0.992, 2.699], [-0.391, 0.315, 0.622], [0.497, 0.047, 0.218], [0.205, 0.070, 0.245], [-0.139, -0.021, -0.544], [-0.396, -0.352, -0.216], [1.230, 0.259, 0.562], [0.134, 0.157, -0.889], [0.990, 0.246, 0.470], [0.262, -2.801, 8.006], [-0.089, -0.288, 0.112], [0.438, -1.538, 1.919], [-0.245, -0.150, 0.398], [-0.210, 0.012, -0.112], [-0.064, -0.482, -0.063], [0.299, 0.077, -0.006], [-0.478, -0.985, 0.281], [0.129, -0.009, -0.172], [0.093, 0.711, 0.173], [-0.433, -0.070, -0.131], [2.186, -0.725, -1.094], [0.300, -0.544, 0.303], [-0.718, 0.479, -0.724], [-0.007, 2.500, -0.386], [-0.161, 0.267, -0.522], [-0.062, -0.290, 0.223], [-0.089, 0.562, -0.088], [-1.194, 0.106, -0.379], [-0.306, 0.087, 0.021], [0.641, -0.946, -0.271], [0.442, -0.616, 0.191], [0.201, -0.204, -0.099], [-0.527, 5.933, 2.423], [0.027, 0.204, -0.220], [0.649, -0.546, 0.623]]
}



no.,HOMO energy (Ha)
1,-0.160
2,-0.293